(1)
C22H25NO5S4Sb2V | ωB97M-V/def2-TZVPD

## Properties
Expectation value of S² = 3.79
E_tot = -4301.59801 Eh
HOMO energy (alpha / beta) = -6.239 / -6.495 eV
Frontier orbital gap (alpha / beta) = 5.28 / 5.50 eV
LUMO energy (alpha / beta) = -0.0352 / -0.0364 hartree
Relative energy (zero: lowest compared OMol25 entry of this formula, charge and spin) = 0.0 kcal/mol
M = 806.2 Da
Charge = 0
Spin multiplicity = 4

Positions of all 60 atoms, in Å:
V 1.2974 -0.4832 -0.7468
O 1.2834 -3.0698 -4.0669
C 1.3586 -2.4459 -2.9034
O 0.9516 -1.2941 -2.7477
C 1.9400 -3.1770 -1.7787
C 2.4556 -4.4527 -1.7967
C 3.0039 -4.9387 -0.5860
C 2.9997 -4.1520 0.5330
C 2.4443 -2.8491 0.4817
N 1.9238 -2.3926 -0.6988
C 2.1926 -1.9397 1.5321
O 2.6205 -2.1395 2.7893
O 1.4987 -0.9102 1.3114
H 0.9220 -2.4547 -4.7240
H 2.4502 -5.0432 -2.6989
H 3.4258 -5.9330 -0.5490
H 3.4207 -4.5339 1.4550
H 3.2231 -2.8905 2.8253
C -2.4588 -2.8368 -1.3248
Sb -1.4300 -1.1292 -0.5162
C -2.4273 0.3366 -1.7038
C -2.4952 -0.9372 1.3679
C -3.2461 0.3495 1.4798
C -4.5590 0.3965 1.0115
C -5.2973 1.5667 1.0306
C -4.7217 2.7240 1.5316
C -3.4260 2.6876 2.0169
C -2.6668 1.5166 2.0097
C -1.2653 1.5648 2.5212
Sb 0.1549 1.7370 0.8689
C 1.8972 2.2971 1.9648
C -0.4408 3.6852 0.2313
H -3.5146 -2.5982 -1.4462
H -2.3568 -3.6974 -0.6653
H -2.0393 -3.0918 -2.2973
H -3.5046 0.1810 -1.6846
H -2.0543 0.2534 -2.7245
H -2.2032 1.3367 -1.3340
H -1.7593 -1.0645 2.1604
H -3.1783 -1.7862 1.4042
H -5.0065 -0.5126 0.6241
H -6.3143 1.5736 0.6615
H -5.2817 3.6494 1.5546
H -2.9827 3.5895 2.4225
H -0.9873 0.6799 3.0934
H -1.1226 2.4375 3.1579
H 1.7092 3.2130 2.5239
H 2.7120 2.4544 1.2583
H 2.1701 1.4873 2.6380
H -0.5629 4.3179 1.1100
H -1.3742 3.6528 -0.3276
H 0.3399 4.0886 -0.4105
O 5.4857 5.0100 -1.5878
C 4.7926 4.0318 -1.5484
S 5.3081 2.4794 -0.8599
C 3.8100 1.6163 -1.1486
C 2.8153 2.3006 -1.7447
S 1.2727 1.6055 -2.1249
S 3.1249 3.9760 -2.1603
S 3.6722 -0.0425 -0.6646

***

(2)
C22H26BBrCl16F2MgN3NaO6 | ωB97M-V/def2-TZVPD

## Properties
E_tot = -11993.07255 Eh
HOMO energy = -10.634 eV
Frontier orbital gap = 3.31 eV
LUMO energy = -0.2693 hartree
M = 1171.7 Da
Charge = +2

Positions of all 79 atoms, in Å:
O 6.1261 -2.0570 2.1521
C 5.3929 -3.2546 2.3133
C 6.2780 -4.5472 2.5193
N 6.1076 -5.5985 1.4948
C 4.6948 -5.8947 1.1742
C 3.6717 -4.7420 1.5220
C 2.2368 -4.9238 0.9065
C 1.2679 -3.7400 1.3028
C 0.8397 -2.8146 0.2482
C -0.0131 -1.6943 0.6240
C -0.3901 -1.5664 2.0687
C 0.0442 -2.5160 3.0810
C 0.9042 -3.6419 2.6941
N 4.3332 -3.4325 1.2296
O 4.8742 -3.3440 -0.0435
H 5.7506 -1.4279 2.7979
H 4.7979 -3.1231 3.2641
H 7.3459 -4.2055 2.4442
H 6.1700 -4.9746 3.5504
H 6.5780 -5.2547 0.6550
H 4.3347 -6.8225 1.6930
H 4.6614 -6.1107 0.0682
H 3.5364 -4.7638 2.6401
H 1.8029 -5.8342 1.4103
H 2.2099 -5.1466 -0.1925
H 1.2083 -3.0075 -0.7944
H -0.3592 -0.9512 -0.1268
H -1.0193 -0.7057 2.3903
H -0.2528 -2.3682 4.1391
H 1.2610 -4.3788 3.4439
H 3.7077 -2.6144 1.3324
H 4.2750 -2.8430 -0.6223
B -4.0260 1.3308 -2.2837
O -2.6197 1.6813 -2.5518
C -1.9256 1.4416 -1.4388
O -0.7443 1.6158 -1.3184
C -2.8523 0.9286 -0.3912
O -2.5511 0.6164 0.7274
O -4.0831 0.8677 -0.8911
F -4.4482 0.3270 -3.1506
F -4.8676 2.5128 -2.4502
N -5.1186 5.5232 0.5795
C -4.6753 6.8214 0.6289
C -4.2671 7.1814 -0.6280
C -4.4724 6.0775 -1.4654
C -5.0078 5.0592 -0.6882
H -5.4744 4.9992 1.3615
H -4.6912 7.3740 1.5539
H -3.8678 8.1406 -0.9092
H -4.2571 6.0343 -2.5201
H -5.3139 4.0562 -0.9356
C -6.7914 -2.2811 -5.0448
Cl -5.7508 -3.7062 -5.1533
Cl -6.7438 -1.5983 -3.4171
Cl -6.3135 -1.0710 -6.2424
H -7.8107 -2.5869 -5.2577
Na 2.0879 -3.2476 -2.3128
C 9.7406 -4.4252 4.3374
Cl 8.7939 -5.9148 4.1946
Cl 8.6921 -3.0582 4.7527
Cl 11.0165 -4.6131 5.5361
H 10.2022 -4.2208 3.3764
Br -6.8254 7.7049 -1.4169
Mg -4.7077 4.0639 -3.6546
C -9.1301 8.4996 1.6012
Cl -7.7232 9.1695 2.4409
Cl -9.7325 7.0668 2.4457
Cl -10.4014 9.7152 1.4548
H -8.8240 8.2026 0.6017
C -0.3652 6.6458 0.0940
Cl -1.2460 6.9704 1.5950
Cl -0.8104 5.0394 -0.5190
Cl -0.7790 7.8761 -1.1134
Cl 1.3768 6.6931 0.4103
C 3.1023 -1.0258 -6.6763
Cl 2.6964 -1.8017 -5.1206
Cl 2.6001 -2.0462 -8.0186
Cl 2.3537 0.5632 -6.7811
H 4.1798 -0.9029 -6.7209

***

(3)
C22H26BN3O11PS | ωB97M-V/def2-TZVPD

## Properties
E_tot = -2610.12772 Eh
HOMO energy = -4.474 eV
Frontier orbital gap = 5.62 eV
LUMO energy = 0.0420 hartree
M = 582.3 Da
Charge = -1

Positions of all 65 atoms, in Å:
O 3.3966 -0.8784 2.4157
C 3.6164 0.0743 1.7308
O 4.8564 0.7250 1.9010
C 2.7108 0.7410 0.7476
B 1.3658 1.4166 1.4580
C 1.0542 2.9222 0.8752
C 1.6549 4.0836 1.6715
O 1.5581 3.9441 3.0841
P -0.2284 0.3340 1.2154
O -1.2827 0.8344 2.3583
O -1.1422 0.8916 -0.0305
S -0.0661 -1.6158 1.0904
H 5.2512 0.8356 1.0295
H 3.2761 1.5431 0.2610
H 2.4325 0.0032 -0.0148
H 1.5238 1.4197 2.6616
H 1.4851 2.9791 -0.1369
H -0.0177 3.1068 0.7343
H 1.1785 5.0317 1.3755
H 2.7246 4.1760 1.4580
H 0.6770 3.6224 3.3032
H -0.8306 0.7386 3.2069
H -0.6710 0.6662 -0.8429
C -4.1637 -4.6385 -2.2513
C -4.2775 -3.8919 -3.4175
C -3.3553 -2.8965 -3.6945
C -2.3303 -2.6833 -2.7923
C -2.1995 -3.3997 -1.6159
C -3.1352 -4.3887 -1.3527
N -1.3240 -1.6408 -3.0750
O -1.4608 -0.9624 -4.0826
O -0.4276 -1.5286 -2.2728
H -4.8867 -5.4160 -2.0390
H -5.0849 -4.0837 -4.1119
H -3.4249 -2.2931 -4.5875
H -1.3990 -3.1640 -0.9250
H -3.0582 -4.9601 -0.4375
C 0.5511 -1.7126 -8.5352
C 1.3063 -2.8741 -8.6400
C 1.0097 -3.9711 -7.8475
C -0.0488 -3.8746 -6.9618
C -0.8146 -2.7306 -6.8380
C -0.5041 -1.6410 -7.6366
N -0.3736 -5.0451 -6.1207
O 0.3258 -6.0334 -6.2373
O -1.3221 -4.9532 -5.3686
H 0.7907 -0.8569 -9.1530
H 2.1322 -2.9261 -9.3369
H 1.5833 -4.8838 -7.9039
H -1.6202 -2.6868 -6.1209
H -1.0846 -0.7333 -7.5438
C 0.6439 4.1393 9.6438
C 1.1234 2.9809 9.0466
C 0.8668 2.7289 7.7077
C 0.1282 3.6560 6.9968
C -0.3587 4.8176 7.5653
C -0.0955 5.0544 8.9056
N -0.1408 3.3941 5.5680
O 0.2735 2.3536 5.1050
O -0.7592 4.2379 4.9478
H 0.8506 4.3318 10.6888
H 1.7028 2.2707 9.6212
H 1.2312 1.8402 7.2137
H -0.9263 5.5121 6.9642
H -0.4669 5.9573 9.3720

***

(4)
C22H26BrCdN4O3 | ωB97M-V/def2-TZVPD

## Properties
E_tot = -4040.21020 Eh
HOMO energy = -10.491 eV
Frontier orbital gap = 7.77 eV
LUMO energy = -0.1001 hartree
M = 586.8 Da
Charge = +1

Positions of all 57 atoms, in Å:
Cd 0.2854 -0.7236 0.1292
O -0.6743 -2.0018 -1.7285
C 0.0335 -3.0435 -2.3317
C -0.5908 -3.7711 -3.3337
C 0.0672 -4.8170 -3.9571
C 1.3621 -5.1327 -3.5805
C 1.9824 -4.3938 -2.5864
C 1.3427 -3.3373 -1.9487
C 2.0863 -2.5654 -0.8602
O 1.3754 -2.3776 0.2779
N 2.5851 -1.2594 -1.4333
N 1.8149 -0.1740 -1.3537
C 2.0842 0.9146 -1.9691
C 1.2985 2.1276 -1.8581
Br -0.3830 1.9415 -0.9533
C 1.7322 3.2811 -2.3808
C 1.2501 4.6527 -2.3972
C 0.1440 5.1401 -1.6930
C -0.1607 6.4902 -1.7091
C 0.6201 7.3832 -2.4295
C 1.6988 6.9123 -3.1650
C 2.0094 5.5665 -3.1447
H -1.5813 -2.0553 -2.0432
H -1.6023 -3.5059 -3.6275
H -0.4344 -5.3801 -4.7320
H 1.8788 -5.9581 -4.0507
H 2.9918 -4.6479 -2.2840
H 3.0165 -3.1103 -0.6452
H 3.2742 -1.2997 -2.1710
H 2.9686 0.9772 -2.6017
H 2.6888 3.1680 -2.8860
H -0.4883 4.4728 -1.1258
H -1.0186 6.8513 -1.1575
H 0.3930 8.4408 -2.4118
H 2.2978 7.5942 -3.7535
H 2.8551 5.2060 -3.7180
C 0.0235 2.4168 3.1887
N -0.0812 1.1581 3.9079
C 0.1004 1.2447 5.3502
C -0.5439 0.0545 6.0292
C -0.0233 -1.2152 5.3899
N -0.1666 -1.1681 3.9389
C -0.1428 -2.4712 3.2891
C -0.1922 -0.0155 3.2457
O -0.3493 0.0046 1.9904
H -0.7864 3.0875 3.4811
H -0.0366 2.2404 2.1221
H 0.9768 2.8972 3.4196
H -0.3668 2.1703 5.6870
H 1.1674 1.3021 5.5917
H -1.6277 0.1120 5.9123
H -0.3142 0.0540 7.0933
H -0.5888 -2.0751 5.7495
H 1.0281 -1.3754 5.6512
H -1.0763 -3.0061 3.4742
H 0.6808 -3.0556 3.7003
H 0.0156 -2.3874 2.2226

***

> The highest M belongs to which entry?

C22H26BBrCl16F2MgN3NaO6